[1]
# C47H34BrN8O5STl

A structure of composition C47H34BrN8O5STl (ωB97M-V/def2-TZVPD, OMol25).

Cartesian coordinates (Å):
Tl (-1.73, -0.78, 2.17)
C (4.49, -3.98, -3.24)
O (5.48, -2.97, -3.33)
C (5.05, -1.68, -3.15)
C (3.71, -1.31, -3.08)
C (3.38, 0.02, -2.87)
C (4.36, 1.00, -2.74)
C (5.69, 0.62, -2.87)
C (6.04, -0.70, -3.06)
N (4.03, 2.39, -2.66)
N (3.15, 2.81, -1.89)
C (2.58, 1.99, -0.90)
C (3.32, 1.09, -0.13)
C (2.74, 0.32, 0.86)
C (1.35, 0.35, 1.13)
O (0.81, -0.37, 2.01)
C (0.56, 1.28, 0.30)
N (-0.77, 1.30, 0.50)
C (-1.52, 2.13, -0.19)
C (-0.98, 3.01, -1.15)
C (0.36, 2.99, -1.39)
C (1.19, 2.12, -0.65)
H (5.02, -4.93, -3.30)
H (3.78, -3.92, -4.06)
H (3.95, -3.92, -2.29)
H (2.91, -2.03, -3.16)
H (2.33, 0.30, -2.80)
H (6.46, 1.38, -2.80)
H (7.07, -1.01, -3.13)
H (4.38, 1.01, -0.31)
H (3.35, -0.34, 1.46)
H (-2.58, 2.13, 0.03)
H (-1.64, 3.67, -1.70)
H (0.81, 3.63, -2.14)
Br (-7.55, -4.31, -4.32)
C (-5.69, -4.16, -4.70)
C (-4.77, -4.81, -3.89)
C (-3.43, -4.69, -4.15)
C (-2.97, -3.92, -5.23)
C (-3.92, -3.31, -6.05)
C (-5.27, -3.42, -5.79)
N (-1.63, -3.89, -5.64)
N (-0.64, -3.84, -4.83)
C (-0.63, -3.38, -3.55)
C (0.41, -3.94, -2.77)
C (0.46, -3.83, -1.41)
C (-0.55, -3.13, -0.66)
O (-0.62, -3.14, 0.57)
C (-1.51, -2.33, -1.49)
N (-2.30, -1.49, -0.82)
C (-3.09, -0.68, -1.49)
C (-3.09, -0.62, -2.89)
C (-2.28, -1.48, -3.59)
C (-1.51, -2.43, -2.90)
H (-5.11, -5.40, -3.04)
H (-2.71, -5.19, -3.52)
H (-3.58, -2.74, -6.91)
H (-6.00, -2.93, -6.42)
H (1.13, -4.54, -3.30)
H (1.24, -4.32, -0.84)
H (-3.74, -0.04, -0.90)
H (-3.70, 0.12, -3.40)
H (-2.23, -1.42, -4.66)
C (1.06, 6.42, 1.22)
C (0.11, 5.46, 1.90)
C (0.59, 4.28, 2.45)
C (-0.28, 3.37, 3.04)
C (-1.64, 3.64, 3.07)
C (-2.12, 4.83, 2.55)
C (-1.25, 5.73, 1.96)
S (-2.81, 2.44, 3.70)
O (-3.61, 3.16, 4.68)
O (-3.54, 1.98, 2.53)
N (-1.95, 1.25, 4.24)
C (-1.31, 1.25, 5.44)
C (-1.32, 2.26, 6.40)
C (-0.58, 2.15, 7.59)
C (0.20, 1.06, 7.86)
C (0.26, 0.01, 6.92)
C (1.07, -1.13, 7.10)
C (1.10, -2.11, 6.14)
C (0.30, -1.94, 4.99)
N (-0.47, -0.90, 4.80)
C (-0.49, 0.09, 5.72)
H (1.71, 6.91, 1.95)
H (0.52, 7.19, 0.67)
H (1.71, 5.88, 0.52)
H (1.64, 4.05, 2.38)
H (0.09, 2.43, 3.42)
H (-3.19, 5.02, 2.58)
H (-1.64, 6.65, 1.53)
H (-1.92, 3.14, 6.22)
H (-0.62, 2.97, 8.30)
H (0.78, 1.00, 8.77)
H (1.66, -1.22, 8.00)
H (1.72, -2.98, 6.25)
H (0.31, -2.69, 4.21)

Properties
* LUMO: 3.6052 eV
* 2S+1: 1
* orbital gap: 0.2135 Eh
* highest occupied orbital energy: -2.20 eV
* total charge: -2

These are the Mulliken partial charges, in e, on atoms 1 to 8:
1. Tl 0.95
2. C -0.81
3. O -0.48
4. C 0.62
5. C -0.19
6. C -0.43
7. C -0.03
8. C -0.44

***

[2]
# C47H34InN6O2S2Te2

A structure of composition C47H34InN6O2S2Te2 (ωB97M-V/def2-TZVPD, OMol25).

Cartesian coordinates (Å):
In (0.26, -0.69, -0.19)
S (0.01, 0.09, 2.12)
C (1.67, -0.46, 2.27)
S (2.40, -1.27, 0.92)
C (2.36, -0.24, 3.43)
C (1.76, 0.40, 4.56)
N (1.28, 0.92, 5.47)
C (3.72, -0.65, 3.57)
N (4.82, -0.95, 3.70)
C (0.78, 4.72, -5.26)
C (0.67, 3.48, -4.41)
C (0.34, 2.25, -4.94)
C (0.23, 1.11, -4.14)
C (0.02, -0.19, -4.85)
O (-0.54, -0.22, -5.93)
C (0.60, -1.46, -4.29)
C (-0.07, -2.65, -4.55)
C (0.45, -3.85, -4.07)
C (1.65, -3.86, -3.38)
C (2.33, -2.68, -3.15)
C (1.81, -1.48, -3.61)
C (0.33, 1.22, -2.75)
O (-0.05, 0.20, -1.99)
C (0.76, 2.45, -2.21)
C (0.92, 3.54, -3.04)
C (1.10, 2.59, -0.76)
N (0.37, 3.11, 0.13)
C (-0.97, 3.61, -0.14)
C (-1.92, 2.65, -0.85)
Te (-3.93, 3.40, -0.89)
C (-3.54, 4.73, -2.49)
C (-3.59, 4.26, -3.80)
C (-3.27, 5.09, -4.85)
C (-2.91, 6.41, -4.61)
C (-2.87, 6.89, -3.31)
C (-3.18, 6.05, -2.25)
C (2.47, 2.13, -0.37)
C (3.30, 1.50, -1.29)
C (4.57, 1.06, -0.92)
C (5.01, 1.26, 0.38)
C (4.19, 1.91, 1.29)
C (2.93, 2.34, 0.92)
H (0.61, 4.48, -6.31)
H (1.76, 5.18, -5.18)
H (0.04, 5.46, -4.96)
H (0.20, 2.13, -6.00)
H (-0.99, -2.62, -5.11)
H (-0.09, -4.77, -4.25)
H (2.04, -4.80, -3.00)
H (3.27, -2.68, -2.61)
H (2.35, -0.56, -3.44)
H (1.26, 4.48, -2.60)
H (-0.88, 4.54, -0.72)
H (-1.40, 3.88, 0.83)
H (-1.96, 1.68, -0.35)
H (-1.65, 2.49, -1.89)
H (-3.89, 3.23, -3.99)
H (-3.30, 4.72, -5.87)
H (-2.65, 7.06, -5.44)
H (-2.58, 7.92, -3.12)
H (-3.15, 6.43, -1.23)
H (2.96, 1.34, -2.31)
H (5.20, 0.56, -1.64)
H (5.99, 0.92, 0.68)
H (4.54, 2.06, 2.31)
H (2.27, 2.82, 1.63)
N (-1.72, -6.66, 0.86)
C (-1.27, -5.81, 0.22)
N (-0.73, -4.94, -0.59)
C (-0.67, -3.69, -0.58)
N (-0.61, -2.53, -0.73)
Te (-3.30, -0.89, -0.29)
C (-5.25, -0.13, 0.03)
C (-6.35, -0.87, -0.41)
C (-7.63, -0.40, -0.17)
C (-7.83, 0.78, 0.53)
C (-6.74, 1.51, 0.97)
C (-5.45, 1.05, 0.72)
C (-3.44, -1.05, -2.39)
C (-3.94, -2.22, -2.95)
C (-4.11, -2.33, -4.32)
C (-3.74, -1.27, -5.15)
C (-3.21, -0.11, -4.59)
C (-3.07, 0.00, -3.22)
H (-6.21, -1.80, -0.95)
H (-8.48, -0.98, -0.51)
H (-8.83, 1.15, 0.71)
H (-6.88, 2.43, 1.52)
H (-4.60, 1.62, 1.07)
H (-4.18, -3.07, -2.31)
H (-4.50, -3.24, -4.75)
H (-3.84, -1.36, -6.22)
H (-2.88, 0.69, -5.24)
H (-2.65, 0.91, -2.79)

Properties
* ΔE to the lowest compared entry with this formula, charge and spin: 57.5 kJ/mol
* LUMO: 1.8047 eV
* 2S+1: 1
* orbital gap: 0.2935 Eh
* highest occupied orbital energy: -6.18 eV
* total charge: -1

These are the Mulliken partial charges, in e, on atoms 1 to 8:
1. In 0.91
2. S -0.40
3. C 0.81
4. S -0.38
5. C 0.54
6. C -0.18
7. N -0.56
8. C -0.15

***

[3]
# C47H35Cl5FN7NbO3PS2

A structure of composition C47H35Cl5FN7NbO3PS2 at a distorted geometry (ωB97M-V/def2-TZVPD, OMol25).

Cartesian coordinates (Å):
Nb (1.68, -1.76, -1.17)
C (2.38, 2.74, 5.49)
C (2.57, 3.58, 4.24)
N (2.00, 2.92, 3.06)
C (2.87, 2.18, 2.29)
C (2.41, 1.50, 1.17)
C (3.32, 0.50, 0.52)
O (4.52, 0.41, 0.67)
O (2.69, -0.42, -0.28)
C (1.06, 1.68, 0.66)
O (0.64, 1.13, -0.40)
C (0.20, 2.56, 1.45)
C (-1.12, 2.77, 1.07)
C (-1.93, 3.61, 1.80)
F (-3.14, 3.83, 1.22)
C (-1.51, 4.22, 2.99)
C (-0.18, 3.96, 3.38)
C (0.68, 3.13, 2.66)
N (-2.36, 5.01, 3.76)
C (-3.78, 4.67, 3.84)
C (-4.39, 5.15, 5.16)
N (-4.02, 6.58, 5.45)
C (-2.53, 6.77, 5.51)
C (-1.88, 6.32, 4.23)
H (2.81, 3.25, 6.38)
H (2.85, 1.75, 5.40)
H (1.31, 2.60, 5.72)
H (3.67, 3.68, 4.04)
H (2.11, 4.58, 4.37)
H (3.89, 2.08, 2.63)
H (-1.50, 2.29, 0.19)
H (0.15, 4.44, 4.31)
H (-3.93, 3.57, 3.80)
H (-4.37, 5.05, 2.98)
H (-4.07, 4.54, 6.02)
H (-5.50, 5.06, 5.13)
H (-4.46, 6.86, 6.33)
H (-4.43, 7.22, 4.76)
H (-2.14, 6.21, 6.38)
H (-2.32, 7.85, 5.66)
H (-0.79, 6.27, 4.37)
H (-2.05, 7.09, 3.45)
S (2.29, -2.91, 0.98)
C (1.54, -4.48, 1.06)
C (1.50, -5.21, 2.26)
C (0.96, -6.50, 2.24)
C (0.88, -7.28, 3.44)
N (0.72, -7.93, 4.41)
C (0.48, -7.08, 1.05)
C (0.53, -6.37, -0.15)
C (1.08, -5.06, -0.16)
S (1.21, -4.18, -1.65)
C (-0.12, -8.36, 1.02)
N (-0.65, -9.40, 0.91)
H (1.85, -4.74, 3.17)
H (0.22, -6.88, -1.07)
N (-1.52, -1.09, -2.51)
P (-0.21, -1.90, -3.42)
C (-1.21, -3.19, -4.27)
C (-0.84, -4.55, -4.19)
C (-1.75, -5.54, -4.58)
C (-2.97, -5.19, -5.22)
C (-3.24, -3.84, -5.43)
C (-2.38, -2.83, -4.94)
C (-0.03, -0.79, -4.86)
C (-0.50, 0.52, -4.90)
C (-0.40, 1.27, -6.10)
C (0.17, 0.73, -7.25)
C (0.72, -0.57, -7.17)
C (0.61, -1.34, -5.99)
C (-1.59, -0.99, -1.16)
C (-2.75, -0.46, -0.60)
C (-2.91, -0.33, 0.77)
C (-1.88, -0.82, 1.62)
C (-0.78, -1.41, 1.00)
N (-0.57, -1.38, -0.36)
H (-2.40, -0.91, -3.00)
H (0.14, -4.84, -3.83)
H (-1.51, -6.56, -4.37)
H (-3.62, -5.97, -5.58)
H (-4.11, -3.51, -5.99)
H (-2.64, -1.79, -5.14)
H (-0.92, 0.99, -4.01)
H (-0.77, 2.30, -6.03)
H (0.18, 1.27, -8.19)
H (1.28, -1.00, -7.99)
H (1.03, -2.34, -5.97)
H (-3.52, -0.09, -1.30)
H (-3.81, 0.16, 1.13)
H (-1.91, -0.86, 2.70)
H (-0.01, -1.91, 1.59)
Cl (4.58, -4.08, -1.54)
C (4.47, -2.52, -2.28)
C (3.31, -1.73, -2.39)
C (3.39, -0.41, -2.95)
Cl (2.06, 0.66, -2.97)
C (4.58, 0.04, -3.47)
Cl (4.64, 1.56, -4.29)
C (5.72, -0.75, -3.37)
Cl (7.17, -0.16, -3.99)
C (5.67, -2.00, -2.79)
Cl (7.12, -2.90, -2.69)

Properties
* ΔE to the lowest compared entry with this formula, charge and spin: 0.0 kJ/mol
* LUMO: -5.6057 eV
* 2S+1: 1
* orbital gap: 0.2403 Eh
* highest occupied orbital energy: -12.14 eV
* total charge: +2

These are the Mulliken partial charges, in e, on atoms 1 to 8:
1. Nb -1.18
2. C -0.99
3. C -0.89
4. N 0.22
5. C -0.17
6. C -0.45
7. C -0.14
8. O -0.64

***

[4]
# C47H36BrIN5O4P2RuSe2

A structure of composition C47H36BrIN5O4P2RuSe2 at a distorted geometry (ωB97M-V/def2-TZVPD, OMol25).

Cartesian coordinates (Å):
Ru (0.83, 1.41, -1.77)
C (4.60, -0.76, -0.83)
C (4.81, 0.52, -1.59)
N (5.97, 0.73, -2.17)
C (6.17, 1.86, -2.88)
C (5.19, 2.79, -3.10)
C (5.49, 4.02, -3.91)
O (4.73, 4.10, -5.12)
C (3.92, 2.56, -2.51)
C (2.84, 3.45, -2.79)
N (1.61, 3.32, -2.43)
C (0.71, 4.37, -2.77)
C (1.05, 5.70, -2.53)
C (0.18, 6.73, -2.85)
C (-1.06, 6.44, -3.41)
C (-1.41, 5.12, -3.66)
C (-0.52, 4.12, -3.33)
I (-1.00, 2.13, -3.76)
C (3.74, 1.47, -1.67)
O (2.68, 1.33, -0.92)
H (5.56, -1.12, -0.45)
H (4.19, -1.52, -1.49)
H (3.90, -0.61, -0.01)
H (7.17, 2.01, -3.28)
H (6.56, 4.05, -4.12)
H (5.25, 4.92, -3.35)
H (4.95, 3.34, -5.67)
H (3.06, 4.30, -3.44)
H (2.01, 5.92, -2.06)
H (0.46, 7.75, -2.65)
H (-1.75, 7.24, -3.66)
H (-2.36, 4.88, -4.12)
Se (-1.41, 2.30, 4.71)
P (-1.26, 0.50, 3.62)
C (-2.75, -0.52, 3.78)
C (-3.95, 0.10, 4.12)
C (-5.11, -0.64, 4.27)
C (-5.07, -2.02, 4.09)
C (-3.88, -2.65, 3.76)
C (-2.72, -1.90, 3.60)
C (0.11, -0.52, 4.21)
C (-0.08, -1.35, 5.31)
C (1.01, -2.00, 5.88)
C (2.28, -1.81, 5.36)
C (2.47, -0.97, 4.27)
C (1.39, -0.32, 3.70)
C (-0.91, 0.82, 1.86)
C (-1.37, 0.40, 0.61)
N (-0.75, 1.20, -0.27)
N (0.04, 2.03, 0.37)
N (-0.03, 1.83, 1.66)
P (-2.58, -0.77, -0.06)
Se (-2.53, -0.99, -2.17)
C (-4.19, -0.14, 0.49)
C (-5.34, -0.86, 0.18)
C (-6.59, -0.37, 0.53)
C (-6.70, 0.87, 1.15)
C (-5.56, 1.61, 1.42)
C (-4.31, 1.11, 1.10)
C (-2.13, -2.35, 0.70)
C (-0.77, -2.58, 0.91)
C (-0.35, -3.82, 1.37)
C (-1.27, -4.83, 1.61)
C (-2.62, -4.61, 1.36)
C (-3.06, -3.37, 0.90)
H (-3.95, 1.17, 4.29)
H (-6.04, -0.15, 4.53)
H (-5.98, -2.61, 4.22)
H (-3.85, -3.73, 3.63)
H (-1.79, -2.40, 3.35)
H (-1.07, -1.48, 5.73)
H (0.87, -2.65, 6.74)
H (3.13, -2.30, 5.82)
H (3.47, -0.80, 3.88)
H (1.54, 0.36, 2.87)
H (-5.27, -1.79, -0.38)
H (-7.48, -0.95, 0.31)
H (-7.68, 1.26, 1.42)
H (-5.64, 2.59, 1.88)
H (-3.43, 1.70, 1.33)
H (-0.05, -1.80, 0.69)
H (0.71, -3.99, 1.55)
H (-0.94, -5.79, 1.99)
H (-3.34, -5.40, 1.52)
H (-4.11, -3.20, 0.73)
Br (3.84, -1.40, -4.96)
C (2.94, -2.66, -3.86)
C (3.30, -3.98, -4.08)
C (2.74, -4.99, -3.33)
C (1.81, -4.70, -2.35)
C (1.45, -3.38, -2.12)
C (2.01, -2.34, -2.87)
C (1.53, -0.97, -2.49)
O (1.74, 0.06, -3.20)
O (0.88, -0.83, -1.43)
H (4.02, -4.21, -4.85)
H (3.03, -6.02, -3.51)
H (1.36, -5.49, -1.75)
H (0.72, -3.12, -1.37)

Properties
* ΔE to the lowest compared entry with this formula, charge and spin: 267.2 kJ/mol
* LUMO (spin up / spin down): -1.1771 / -1.1143 eV
* 2S+1: 2
* expectation value of S²: 0.761
* orbital gap (spin up / spin down): 0.2344 / 0.2366 Eh
* highest occupied orbital energy (spin up / spin down): -7.56 / -7.55 eV

These are the Mulliken partial charges, in e, on atoms 1 to 8:
1. Ru -0.05
2. C -1.03
3. C 0.57
4. N -0.63
5. C -1.00
6. C 0.96
7. C -1.06
8. O -0.51

***

[5]
# C47H36CoIP3S2

A structure of composition C47H36CoIP3S2 (ωB97M-V/def2-TZVPD, OMol25).

Cartesian coordinates (Å):
Co (-0.05, 0.42, 0.26)
S (0.38, 0.86, 2.52)
P (2.24, 0.51, 1.78)
C (1.84, -0.19, 0.32)
P (2.12, -0.02, -1.31)
S (0.22, -0.20, -2.00)
C (3.26, -1.22, -2.05)
C (2.85, -2.06, -3.07)
C (3.72, -3.01, -3.59)
C (5.00, -3.13, -3.08)
C (5.42, -2.29, -2.05)
C (4.55, -1.34, -1.53)
C (2.77, 1.60, -1.84)
C (2.21, 2.74, -1.27)
C (2.66, 4.00, -1.61)
C (3.69, 4.14, -2.53)
C (4.26, 3.02, -3.11)
C (3.80, 1.75, -2.76)
C (3.29, -0.51, 2.85)
C (3.72, -0.04, 4.08)
C (4.54, -0.83, 4.87)
C (4.93, -2.09, 4.43)
C (4.50, -2.56, 3.20)
C (3.67, -1.77, 2.41)
C (3.20, 2.05, 1.70)
C (2.67, 3.27, 2.11)
C (3.41, 4.44, 1.92)
C (4.65, 4.40, 1.33)
C (5.19, 3.18, 0.92)
C (4.47, 2.01, 1.12)
H (1.84, -1.97, -3.45)
H (3.39, -3.66, -4.39)
H (5.68, -3.87, -3.48)
H (6.42, -2.38, -1.64)
H (4.88, -0.70, -0.72)
H (1.41, 2.63, -0.54)
H (2.21, 4.87, -1.15)
H (4.05, 5.13, -2.80)
H (5.06, 3.12, -3.83)
H (4.26, 0.88, -3.22)
H (3.43, 0.94, 4.43)
H (4.88, -0.47, 5.84)
H (5.57, -2.71, 5.05)
H (4.80, -3.54, 2.85)
H (3.31, -2.12, 1.45)
H (1.69, 3.30, 2.56)
H (2.99, 5.39, 2.25)
H (5.21, 5.31, 1.17)
H (6.16, 3.13, 0.46)
H (4.89, 1.06, 0.82)
I (-1.83, -1.46, 0.85)
C (-3.58, -1.04, -0.22)
C (-4.18, -2.13, -0.77)
C (-5.48, -2.06, -1.30)
C (-6.17, -0.89, -1.19)
C (-5.57, 0.26, -0.64)
C (-6.36, 1.43, -0.49)
C (-5.83, 2.56, 0.03)
C (-4.45, 2.60, 0.32)
C (-3.63, 1.50, 0.19)
P (-1.82, 1.95, 0.10)
C (-1.64, 3.16, 1.45)
C (-2.34, 3.01, 2.64)
C (-2.09, 3.85, 3.71)
C (-1.15, 4.86, 3.61)
C (-0.44, 5.01, 2.43)
C (-0.67, 4.16, 1.36)
C (-1.96, 2.99, -1.41)
C (-1.96, 2.33, -2.64)
C (-2.17, 3.03, -3.82)
C (-2.39, 4.39, -3.79)
C (-2.40, 5.06, -2.57)
C (-2.20, 4.37, -1.39)
C (-4.21, 0.25, -0.21)
H (-3.67, -3.08, -0.76)
H (-5.93, -2.94, -1.74)
H (-7.20, -0.82, -1.53)
H (-7.40, 1.38, -0.80)
H (-6.43, 3.46, 0.16)
H (-4.03, 3.55, 0.60)
H (-3.07, 2.22, 2.74)
H (-2.64, 3.71, 4.64)
H (-0.96, 5.52, 4.45)
H (0.31, 5.79, 2.34)
H (-0.08, 4.27, 0.46)
H (-1.78, 1.27, -2.67)
H (-2.17, 2.49, -4.76)
H (-2.55, 4.94, -4.71)
H (-2.57, 6.13, -2.54)
H (-2.22, 4.91, -0.46)

Properties
* ΔE to the lowest compared entry with this formula, charge and spin: 12.6 kJ/mol
* LUMO (spin up / spin down): 0.0141 / 0.0153 eV
* 2S+1: 2
* expectation value of S²: 0.819
* orbital gap (spin up / spin down): 0.2618 / 0.2662 Eh
* highest occupied orbital energy (spin up / spin down): -7.11 / -7.23 eV

These are the Mulliken partial charges, in e, on atoms 1 to 8:
1. Co -0.48
2. S -0.61
3. P 1.53
4. C -0.18
5. P 2.03
6. S -0.98
7. C 0.00
8. C -0.69

***

Look up the 2S+1 of the fifth one. 2